No. 1
Below is C36H102F6NO21S2V as an isolated structure, with properties calculated with ωB97M-V/def2-TZVPD.

```
169
Properties=species:S:1:pos:R:3:lowdin_spin:R:1
V -16.75 -23.05 -15.83 2.87
C -17.98 -21.21 -19.44 0.00
F -18.78 -21.01 -20.44 0.00
F -17.05 -22.09 -19.74 0.00
F -17.43 -20.08 -19.06 0.00
S -19.05 -21.95 -18.03 0.01
O -20.38 -21.43 -18.11 0.00
O -18.99 -23.40 -18.22 0.00
N -18.10 -21.63 -16.62 0.02
S -18.65 -20.21 -16.06 0.00
O -17.63 -19.62 -15.23 0.00
O -19.22 -19.25 -16.97 0.00
C -20.04 -20.74 -14.89 0.00
F -19.54 -21.44 -13.86 0.00
F -20.63 -19.66 -14.42 0.00
F -20.91 -21.52 -15.52 0.00
C -18.78 -28.45 -18.33 0.00
C -18.47 -27.61 -17.11 0.00
O -18.91 -26.24 -17.37 0.00
H -18.04 -28.33 -19.11 0.00
H -19.78 -28.27 -18.72 0.00
H -18.79 -29.50 -18.04 0.00
H -17.39 -27.60 -16.92 0.00
H -18.98 -27.96 -16.21 0.00
H -18.60 -25.71 -16.64 0.00
C -20.08 -17.90 -20.06 0.00
C -21.34 -18.07 -19.27 0.00
O -22.46 -18.00 -20.15 0.00
H -19.97 -18.54 -20.93 0.00
H -19.23 -18.05 -19.39 0.00
H -19.92 -16.89 -20.46 0.00
H -21.46 -17.23 -18.56 0.00
H -21.31 -18.94 -18.60 0.00
H -23.27 -18.13 -19.64 0.00
C -24.01 -23.25 -16.18 0.00
C -25.31 -23.78 -15.60 0.00
O -25.75 -24.82 -16.47 0.00
H -24.20 -22.76 -17.14 0.00
H -23.30 -24.06 -16.33 0.00
H -23.57 -22.50 -15.53 0.00
H -26.06 -22.98 -15.59 0.00
H -25.18 -24.22 -14.60 0.00
H -26.21 -25.52 -16.00 0.00
C -16.69 -17.76 -21.24 0.00
C -15.45 -17.87 -22.11 0.00
O -14.73 -16.65 -22.11 0.00
H -16.40 -17.45 -20.23 0.00
H -17.20 -18.72 -21.17 0.00
H -17.47 -17.03 -21.49 0.00
H -15.75 -18.13 -23.13 0.00
H -14.83 -18.68 -21.72 0.00
H -14.66 -16.36 -21.19 0.00
C -21.40 -16.53 -15.29 0.00
C -21.07 -15.13 -15.79 0.00
O -20.08 -14.47 -15.02 0.00
H -21.63 -16.63 -14.23 0.00
H -20.58 -17.23 -15.45 0.00
H -22.29 -16.89 -15.83 0.00
H -21.97 -14.51 -15.73 0.00
H -20.69 -15.24 -16.81 0.00
H -19.20 -14.66 -15.41 0.00
C -21.41 -19.49 -9.81 0.00
C -21.61 -18.41 -10.87 0.00
O -20.63 -17.40 -10.71 0.00
H -21.39 -19.01 -8.83 0.00
H -20.44 -19.97 -9.97 0.00
H -22.14 -20.29 -9.83 0.00
H -22.63 -18.02 -10.82 0.00
H -21.56 -18.86 -11.88 0.00
H -20.95 -16.61 -11.16 0.00
C -17.88 -16.73 -13.18 0.00
C -17.82 -18.09 -12.51 0.00
O -17.97 -17.92 -11.10 0.00
H -17.02 -16.13 -12.90 0.00
H -18.81 -16.19 -13.01 0.00
H -17.80 -16.76 -14.27 0.00
H -16.86 -18.56 -12.69 0.00
H -18.62 -18.72 -12.93 0.00
H -18.91 -17.67 -10.95 0.00
C -22.90 -21.93 -12.00 0.00
C -24.21 -21.19 -12.17 0.00
O -25.23 -22.00 -11.57 0.00
H -22.09 -21.31 -12.38 0.00
H -22.83 -22.89 -12.51 0.00
H -22.71 -22.10 -10.94 0.00
H -24.44 -21.07 -13.23 0.00
H -24.23 -20.22 -11.67 0.00
H -26.07 -21.55 -11.73 0.00
C -14.56 -21.06 -23.94 0.00
C -15.71 -21.67 -23.17 0.00
O -16.95 -21.54 -23.88 0.00
H -13.63 -20.96 -23.38 0.00
H -14.89 -20.06 -24.24 0.00
H -14.39 -21.61 -24.87 0.00
H -15.83 -21.28 -22.16 0.00
H -15.60 -22.75 -22.99 0.00
H -16.79 -21.95 -24.74 0.00
C -22.84 -21.36 -21.48 0.00
C -22.01 -20.51 -22.42 0.00
O -21.77 -21.26 -23.63 0.00
H -23.62 -21.90 -22.01 0.00
H -23.30 -20.67 -20.77 0.00
H -22.22 -22.10 -20.97 0.00
H -21.06 -20.31 -21.92 0.00
H -22.53 -19.58 -22.67 0.00
H -20.86 -21.09 -23.89 0.00
C -15.56 -21.91 -11.83 0.00
C -16.45 -21.31 -12.92 0.00
O -16.97 -22.38 -13.74 0.03
H -16.17 -22.39 -11.08 0.00
H -15.03 -21.12 -11.29 0.00
H -14.78 -22.52 -12.30 0.00
H -15.91 -20.61 -13.56 0.00
H -17.25 -20.75 -12.43 0.00
H -17.70 -22.74 -13.18 0.00
C -17.04 -24.81 -21.83 0.00
C -17.95 -25.05 -20.66 0.00
O -17.24 -25.51 -19.51 0.00
H -17.63 -24.49 -22.69 0.00
H -16.45 -25.70 -22.05 0.00
H -16.35 -23.99 -21.58 0.00
H -18.77 -25.73 -20.92 0.00
H -18.44 -24.09 -20.45 0.00
H -17.88 -25.83 -18.84 0.00
C -17.65 -16.54 -17.16 0.00
C -16.65 -15.53 -16.58 0.00
O -17.47 -14.52 -15.96 0.00
H -17.15 -17.34 -17.71 0.00
H -18.31 -16.02 -17.85 0.00
H -18.24 -17.04 -16.40 0.00
H -16.10 -15.09 -17.41 0.00
H -16.00 -15.96 -15.82 0.00
H -16.90 -13.96 -15.41 0.00
C -14.62 -19.44 -17.08 0.00
C -14.69 -20.96 -17.23 0.00
O -14.98 -21.62 -15.99 0.02
H -15.36 -19.04 -16.38 0.00
H -14.76 -18.99 -18.05 0.00
H -13.66 -19.17 -16.63 0.00
H -13.79 -21.34 -17.70 0.00
H -15.50 -21.14 -17.95 0.00
H -14.41 -21.24 -15.31 0.00
C -19.38 -22.84 -10.29 0.00
C -19.86 -23.70 -11.44 0.00
O -18.68 -23.96 -12.25 0.00
H -19.01 -21.88 -10.67 0.00
H -18.57 -23.33 -9.76 0.00
H -20.15 -22.63 -9.55 0.00
H -20.62 -23.19 -12.04 0.00
H -20.23 -24.67 -11.11 0.00
H -18.96 -24.53 -12.97 0.00
C -14.37 -23.88 -19.51 0.00
C -14.74 -24.37 -18.13 0.00
O -16.09 -23.94 -17.80 0.03
H -14.55 -22.81 -19.60 0.00
H -15.00 -24.37 -20.26 0.00
H -13.32 -24.08 -19.71 0.00
H -14.02 -23.92 -17.43 0.00
H -14.66 -25.45 -18.04 0.00
H -16.64 -24.47 -18.44 0.00
C -23.30 -24.49 -19.52 0.00
C -21.85 -24.38 -19.13 0.00
O -21.18 -25.63 -19.15 0.00
H -23.83 -23.55 -19.35 0.00
H -23.83 -25.23 -18.91 0.00
H -23.47 -24.79 -20.55 0.00
H -21.80 -23.90 -18.15 0.00
H -21.31 -23.71 -19.81 0.00
H -20.32 -25.50 -18.73 0.00
```

The total charge is +1. The energy relative to the best compared isomer or geometry (same formula, charge and spin) is 0.0 kJ/mol. Its LUMO energy (spin up / spin down) is -4.302 / -4.390 eV. The maximum force is 4.17 eV/Å. Its multiplicity is 4. Its energy is -147126.7333 eV.

No. 2
Below is a 17-piece molecular cluster, C36H104F6N5O20S2 overall, with properties calculated with ωB97M-V/def2-TZVPD.

```
173
Properties=species:S:1:pos:R:3:mulliken_charge:R:1
C -1.56 0.49 -1.82 0.50
F -1.32 -0.19 -2.97 -0.19
F -0.89 1.62 -1.86 -0.19
F -2.90 0.77 -1.78 -0.21
S -1.18 -0.53 -0.23 0.76
O -1.78 0.13 0.93 -0.53
O -1.80 -1.84 -0.49 -0.56
N 0.57 -0.62 -0.32 -0.17
S 0.96 -0.68 1.15 0.96
O 0.86 0.65 1.76 -0.60
O 0.34 -1.77 1.91 -0.61
C 2.88 -1.02 1.09 0.36
F 3.52 0.00 0.49 -0.18
F 3.36 -1.15 2.36 -0.17
F 3.13 -2.11 0.33 -0.19
C -2.17 -3.59 -7.67 -0.47
O -0.75 -3.59 -7.84 -0.50
H -2.31 -3.34 -6.62 0.17
H -2.70 -2.88 -8.30 0.22
H -2.58 -4.60 -7.78 0.29
H -0.56 -4.25 -8.51 0.29
C 3.12 2.02 -3.22 -0.50
O 2.89 0.65 -2.98 -0.47
H 3.77 2.18 -4.08 0.25
H 2.16 2.50 -3.41 0.25
H 3.64 2.56 -2.43 0.18
H 2.28 0.47 -2.26 0.28
C 0.43 1.57 -8.24 -0.51
O 1.42 0.80 -8.81 -0.48
H -0.32 1.99 -8.91 0.27
H -0.03 0.96 -7.46 0.19
H 0.83 2.42 -7.68 0.25
H 1.70 1.31 -9.58 0.29
C 8.31 1.77 -2.61 -0.41
O 9.70 1.79 -2.37 -0.51
H 7.80 2.73 -2.48 0.12
H 8.04 1.41 -3.60 0.25
H 7.79 1.16 -1.87 0.24
H 10.07 0.98 -2.71 0.31
C -3.71 5.74 -4.01 -0.43
O -4.13 6.77 -4.89 -0.52
H -2.77 5.32 -4.36 0.19
H -3.56 6.12 -3.00 0.24
H -4.45 4.95 -3.92 0.23
H -5.02 7.05 -4.67 0.29
C 2.55 2.59 6.16 -0.44
O 2.86 2.93 7.53 -0.53
H 2.63 3.46 5.50 0.22
H 3.21 1.83 5.75 0.22
H 1.55 2.17 6.10 0.22
H 3.16 2.09 7.88 0.31
C -5.97 0.77 -7.57 -1.24
C -6.15 0.31 -6.18 0.03
O -5.85 -1.09 -6.16 -0.51
H -6.14 1.84 -7.72 0.37
H -6.52 0.18 -8.30 0.30
H -4.92 0.70 -7.85 0.28
H -7.16 0.54 -5.84 0.26
H -5.44 0.91 -5.61 0.21
H -5.95 -1.36 -5.24 0.27
C -2.86 0.65 5.71 -0.92
C -2.64 -0.89 5.55 -0.08
O -3.59 -1.53 6.40 -0.54
H -3.92 0.89 5.62 0.30
H -2.33 1.24 4.95 0.29
H -2.52 1.01 6.68 0.28
H -1.62 -1.08 5.89 0.18
H -2.72 -1.27 4.53 0.21
H -4.41 -1.64 5.91 0.30
C 5.37 -1.81 7.27 -0.95
C 4.21 -1.83 8.28 -0.21
O 4.32 -0.60 9.00 -0.50
H 5.30 -1.00 6.54 0.23
H 5.43 -2.78 6.78 0.35
H 6.33 -1.67 7.77 0.32
H 4.31 -2.77 8.83 0.26
H 3.27 -1.77 7.75 0.22
H 5.07 -0.62 9.60 0.29
C 1.44 -6.09 -3.07 -1.12
C 0.78 -4.84 -2.37 -0.05
O 1.67 -3.76 -2.55 -0.53
H 2.29 -6.54 -2.56 0.30
H 1.66 -5.72 -4.07 0.29
H 0.64 -6.82 -3.21 0.33
H 0.56 -4.93 -1.31 0.29
H -0.09 -4.41 -2.86 0.22
H 1.36 -3.05 -1.98 0.25
C 9.48 -0.99 3.05 -0.87
C 9.86 -1.31 4.51 -0.25
O 11.27 -1.33 4.66 -0.52
H 9.70 0.04 2.76 0.25
H 8.40 -1.08 2.97 0.27
H 9.96 -1.67 2.34 0.32
H 9.45 -2.21 4.97 0.26
H 9.44 -0.54 5.16 0.25
H 11.65 -1.99 4.07 0.30
C 1.52 -6.46 4.25 -1.10
C 1.20 -5.35 5.20 -0.03
O 1.59 -5.69 6.54 -0.56
H 1.06 -6.16 3.31 0.31
H 1.10 -7.40 4.62 0.31
H 2.58 -6.68 4.11 0.30
H 0.15 -5.06 5.12 0.28
H 1.80 -4.50 4.89 0.19
H 1.09 -5.14 7.15 0.30
C -4.84 -7.37 -2.86 -1.54
C -5.44 -7.33 -1.47 0.57
C -4.55 -6.64 -0.42 -0.63
O -5.07 -6.78 0.91 -0.34
C -4.30 -6.21 1.97 -0.69
N -6.75 -6.66 -1.50 -0.67
H -4.53 -6.40 -3.25 0.29
H -5.55 -7.79 -3.58 0.39
H -4.03 -8.08 -2.99 0.39
H -5.68 -8.36 -1.21 0.26
H -4.47 -5.59 -0.71 0.28
H -3.56 -7.09 -0.49 0.41
H -4.73 -6.59 2.90 0.25
H -4.28 -5.12 1.96 0.25
H -3.32 -6.67 1.88 0.31
H -7.14 -6.69 -0.57 0.26
H -7.36 -7.29 -2.01 0.23
C -8.76 -1.81 -1.82 -1.38
C -7.34 -1.70 -1.30 0.64
C -7.14 -1.88 0.27 -0.59
O -8.07 -1.15 1.04 -0.42
C -7.94 0.26 1.18 -0.69
N -6.48 -2.64 -2.08 -0.65
H -8.85 -1.55 -2.87 0.34
H -9.41 -1.12 -1.27 0.33
H -9.24 -2.78 -1.75 0.32
H -6.96 -0.70 -1.54 0.18
H -6.11 -1.65 0.56 0.41
H -7.21 -2.93 0.54 0.26
H -8.69 0.75 1.81 0.27
H -7.92 0.80 0.23 0.28
H -6.98 0.44 1.65 0.29
H -6.75 -3.60 -1.90 0.19
H -5.55 -2.64 -1.68 0.22
C -0.22 5.08 0.76 -1.34
C -1.40 5.48 1.65 0.38
C -0.89 5.50 3.18 -0.69
O -1.94 5.73 4.13 -0.31
C -1.55 6.01 5.42 -0.73
N -1.76 6.84 1.27 -0.74
H 0.08 4.05 0.97 0.32
H 0.60 5.78 0.84 0.31
H -0.50 5.11 -0.29 0.37
H -2.23 4.78 1.56 0.36
H -0.07 6.21 3.29 0.34
H -0.44 4.52 3.35 0.35
H -2.42 6.16 6.05 0.27
H -0.91 6.88 5.54 0.31
H -1.07 5.13 5.85 0.27
H -2.51 7.24 1.82 0.27
H -0.98 7.45 1.51 0.27
C 5.53 6.96 -3.70 -1.39
C 5.74 7.69 -2.34 0.45
C 6.15 6.86 -1.10 -0.73
O 5.07 5.96 -0.72 -0.23
C 5.30 5.20 0.45 -0.79
N 6.84 8.60 -2.53 -0.76
H 4.63 6.34 -3.60 0.33
H 6.34 6.34 -4.08 0.29
H 5.28 7.63 -4.52 0.39
H 4.84 8.28 -2.14 0.29
H 6.41 7.41 -0.19 0.37
H 6.97 6.20 -1.37 0.31
H 6.24 4.68 0.30 0.34
H 4.55 4.41 0.45 0.24
H 5.16 5.72 1.40 0.29
H 6.94 8.96 -1.59 0.29
H 7.60 7.96 -2.73 0.31
```

The total charge is -1. Its LUMO energy is 1.891 eV. The maximum force is 5.06 eV/Å. Its multiplicity is 1. Its energy is -125385.8255 eV.